No. 1
66
Properties=species:S:1:pos:R:3:nbo_charge:R:1 method="wB97M-V/def2-TZVPD" e_homo_ev=-7.87 smiles="Cc1cc(C)c(NC(=O)c2cn3c4c(c(N5CCN(C)CC5)c(F)cc4c2=O)OC[C@H]3C)c(C)c1" max_force_ev_per_a=0.7 spin_multiplicity=1
C -4.8784 0.5770 -3.0661 -0.624
C -3.9886 1.5672 -2.3768 -0.004
C -2.6665 1.7282 -2.7504 -0.220
C -1.8269 2.6327 -2.1100 -0.033
C -0.4221 2.7933 -2.6160 -0.634
C -2.3336 3.3754 -1.0446 0.198
N -1.5327 4.3129 -0.3601 -0.628
C -0.3443 4.1327 0.2590 0.675
O 0.3045 5.0811 0.6704 -0.629
C 0.1385 2.7319 0.4087 -0.340
C 1.4671 2.5156 0.2465 0.134
N 2.0622 1.3127 0.3747 -0.382
C 1.3056 0.2002 0.6890 0.167
C 1.9099 -1.0550 0.8221 0.266
C 1.1645 -2.2178 1.1015 0.074
N 1.8011 -3.4249 1.2498 -0.428
C 2.7819 -3.8997 0.3003 -0.214
C 2.1561 -4.9526 -0.6203 -0.235
N 1.6709 -6.0658 0.1724 -0.440
C 1.1951 -7.1545 -0.6509 -0.405
C 0.6528 -5.6017 1.0991 -0.238
C 1.2533 -4.5267 2.0076 -0.215
C -0.2217 -2.0171 1.2796 0.395
F -1.0313 -3.0813 1.5174 -0.339
C -0.8200 -0.7872 1.2155 -0.235
C -0.0733 0.3493 0.9134 -0.207
C -0.7407 1.6556 0.8490 0.589
O -1.9094 1.8054 1.1765 -0.624
O 3.2819 -1.1837 0.7035 -0.508
C 3.9830 0.0070 0.9608 -0.069
C 3.4698 1.1448 0.0746 -0.058
C 3.6709 0.8334 -1.4089 -0.620
C -3.6753 3.2455 -0.6644 0.007
C -4.2019 4.0475 0.4839 -0.638
C -4.4808 2.3461 -1.3366 -0.214
H -5.0875 -0.2620 -2.4027 0.219
H -5.8291 1.0359 -3.3320 0.216
H -4.4095 0.1926 -3.9685 0.212
H -2.2693 1.1447 -3.5697 0.200
H 0.2067 1.9726 -2.2692 0.214
H 0.0176 3.7292 -2.2798 0.220
H -0.4208 2.7779 -3.7049 0.218
H -1.9109 5.2485 -0.2743 0.407
H 2.1167 3.3406 -0.0135 0.229
H 3.1696 -3.0748 -0.2905 0.226
H 3.6052 -4.3606 0.8553 0.198
H 2.9148 -5.3227 -1.3139 0.202
H 1.3432 -4.4859 -1.2093 0.162
H 2.0065 -7.4975 -1.2917 0.200
H 0.8878 -7.9771 -0.0070 0.201
H 0.3416 -6.8687 -1.2861 0.164
H 0.3241 -6.4464 1.7080 0.203
H -0.2245 -5.1951 0.5681 0.174
H 0.5172 -4.1736 2.7264 0.223
H 2.0877 -4.9759 2.5594 0.198
H -1.8817 -0.6837 1.3738 0.255
H 5.0313 -0.2115 0.7520 0.205
H 3.8736 0.2907 2.0171 0.186
H 3.9909 2.0725 0.3341 0.218
H 3.2002 -0.1142 -1.6613 0.221
H 4.7315 0.7675 -1.6357 0.217
H 3.2293 1.6170 -2.0201 0.220
H -5.2346 3.7834 0.6937 0.216
H -3.5993 3.8412 1.3670 0.245
H -4.1539 5.1172 0.2752 0.204
H -5.5134 2.2358 -1.0370 0.203


No. 2
12
Properties=species:S:1:pos:R:3:nbo_charge:R:1 method="wB97M-V/def2-TZVPD" e_homo_ev="-9.96 / -9.95" max_force_ev_per_a=2.8 spin_multiplicity=1
C 1.6351 1.2056 0.1077 -0.098
C 1.9448 0.0615 -0.7060 -0.088
C -1.4297 -0.4072 0.2199 -0.432
N 0.3574 1.1323 0.4530 -0.228
N -0.1003 0.0382 -0.0723 0.016
N 0.8141 -0.6183 -0.7925 -0.194
O -0.2563 -2.6649 -1.1093 -0.123
H 2.3364 1.9445 0.3390 0.212
H 2.9215 -0.1144 -1.1210 0.228
H -1.6253 -0.4829 1.2922 0.232
H -2.0146 0.3713 -0.1042 0.214
H -1.5835 -1.1609 -0.5918 0.262


No. 3
80
Properties=species:S:1:pos:R:3:mulliken_charge:R:1 method="wB97M-V/def2-TZVPD" e_homo_ev=-4.24 max_force_ev_per_a=1.6 spin_multiplicity=1
C -1.7904 -0.8594 -3.5701 -0.339
C -1.2377 0.5430 -3.2513 -0.652
C 0.2830 0.6017 -3.2521 -0.501
C 0.9305 -0.3601 -2.2551 -1.065
N 0.2642 -0.5223 -0.9757 0.062
C 0.5374 0.3676 0.0461 0.545
N 0.8999 1.6020 -0.1896 -0.416
N 1.1564 2.3349 0.9253 0.028
C 1.0612 1.9357 2.2072 -0.273
C 0.6881 0.6421 2.4682 -1.597
C 0.4128 -0.1843 1.3621 -0.188
I -0.1684 -2.1013 1.5373 0.596
H -1.8388 -1.0423 -4.6385 -0.237
H -1.2102 -1.6141 -3.0446 0.187
H -2.8047 -0.9074 -3.1752 0.319
H -1.5960 1.2642 -3.9885 0.434
H -1.6576 0.8716 -2.3019 0.293
H 0.5853 1.6246 -3.0228 0.294
H 0.6652 0.4014 -4.2546 0.428
H 0.9315 -1.3459 -2.7197 0.392
H 1.9801 -0.1241 -2.1109 0.292
H -0.7237 -0.7166 -1.0661 0.343
H 1.4430 3.2829 0.7572 0.221
H 1.2591 2.6315 3.0068 0.680
H 0.5932 0.2705 3.4759 0.594
Cl -2.9035 -1.6566 2.9690 -0.770
N -0.5186 -4.5080 -1.3102 0.925
O -1.0603 -4.8794 -0.2091 -0.730
O 0.6840 -4.6095 -1.4498 -0.531
O -1.2549 -4.0435 -2.2022 -0.693
C 0.7316 -4.4639 4.6499 0.354
Cl 1.3382 -6.0210 4.0861 -0.151
Cl 0.0779 -4.5681 6.2937 -0.183
H 1.5446 -3.7484 4.6422 0.200
H -0.0582 -4.1374 3.9851 -0.209
O -2.4532 -1.8259 -6.9540 -0.663
H -1.6516 -1.7566 -7.5454 0.416
H -2.4951 -2.7143 -6.5027 0.438
H -3.2924 -1.6382 -7.4579 0.438
Li 3.1251 -0.0331 2.0303 0.856
C 4.6897 -2.8151 0.1329 0.725
O 3.8614 -3.1476 1.0210 -0.596
O 4.3694 -2.0269 -0.8317 -0.577
O 5.9074 -3.1721 0.1445 -0.616
N -2.9245 -4.6236 1.6488 -0.272
H -2.8138 -5.5272 2.0997 0.357
H -2.8639 -3.8606 2.3540 0.089
H -2.1852 -4.5156 0.8866 0.339
H -3.8370 -4.5738 1.2069 0.360
C 5.9800 2.1868 -1.0895 -0.840
C 5.0960 1.5157 -0.1549 0.025
N 4.3928 0.9728 0.5557 -0.032
H 5.6733 3.2242 -1.2070 0.293
H 7.0009 2.1522 -0.7153 0.299
H 5.9350 1.6840 -2.0536 0.276
C 0.3421 4.6096 7.4584 -1.051
C -0.4462 3.7321 6.5013 -0.369
O 0.3035 2.6629 5.9518 -0.325
C 0.8398 1.7258 6.8680 -0.315
C -0.2049 1.0053 7.7016 -1.156
H 1.2222 5.0217 6.9624 0.290
H -0.2792 5.4332 7.8106 0.390
H 0.6862 4.0553 8.3322 0.268
H -0.7731 4.3301 5.6503 0.324
H -1.3538 3.3530 6.9820 0.306
H 1.5903 2.1966 7.5140 0.333
H 1.3777 0.9992 6.2561 0.318
H -0.7620 1.6919 8.3401 0.275
H 0.2723 0.2650 8.3438 0.402
H -0.9231 0.4970 7.0571 0.333
N -3.1305 1.3374 -7.2714 0.138
C -4.2142 2.1733 -7.1917 -0.606
C -4.0060 3.2067 -8.0616 -0.355
C -2.7503 2.9876 -8.6941 -0.593
C -2.2336 1.8283 -8.1878 -0.323
H -3.0126 0.5043 -6.7302 0.230
H -5.0325 1.9602 -6.5257 0.376
H -4.6776 4.0313 -8.2287 0.399
H -2.2819 3.6131 -9.4346 0.392
H -1.3105 1.3137 -8.3966 0.354


no.,DFT total energy (a.u.)
1,-1592.11178
2,-356.58058
3,-3456.59337